DFT (the ωB97M-V functional and the def2-TZVPD basis) results for C26H24I2N2O3PTi as an isolated structure.

## Properties
Net charge: +1
HOMO energy, eV: -11.05
Orbital gap, eV: 7.13
Relative energy (zero: lowest compared OMol25 entry of this formula, charge and spin), kcal per mole: 0.0

Positions of all 59 atoms, in Å:
Ti -0.177 0.732 1.815
N -2.394 0.434 1.784
C -3.077 1.725 1.572
C -2.125 2.669 0.859
O -2.468 3.676 0.317
O -0.863 2.249 0.958
H -2.619 -0.215 1.031
H -2.689 -0.015 2.647
H -3.298 2.174 2.541
H -4.004 1.633 1.011
I -0.290 1.709 4.327
C -0.275 -1.389 2.008
C -0.499 -1.874 3.279
C -0.455 -3.261 3.571
C -0.185 -4.167 2.591
C 0.047 -3.731 1.263
C 0.349 -4.640 0.221
C 0.586 -4.208 -1.056
C 0.516 -2.835 -1.356
C 0.214 -1.937 -0.365
P 0.053 -0.166 -0.611
C 1.454 0.324 -1.649
C 2.729 0.010 -1.173
C 3.851 0.373 -1.898
C 3.710 1.059 -3.098
C 2.446 1.356 -3.582
C 1.315 0.984 -2.864
C -1.477 0.126 -1.529
C -1.828 1.441 -1.848
C -3.042 1.707 -2.461
C -3.918 0.668 -2.748
C -3.582 -0.638 -2.419
C -2.365 -0.913 -1.809
C -0.012 -2.346 0.974
H -0.702 -1.204 4.104
H -0.631 -3.588 4.588
H -0.144 -5.227 2.811
H 0.397 -5.697 0.457
H 0.825 -4.917 -1.838
H 0.701 -2.490 -2.367
H 2.835 -0.542 -0.246
H 4.838 0.117 -1.533
H 4.587 1.347 -3.663
H 2.334 1.870 -4.528
H 0.332 1.210 -3.255
H -1.161 2.261 -1.602
H -3.308 2.729 -2.697
H -4.867 0.878 -3.224
H -4.264 -1.447 -2.641
H -2.107 -1.934 -1.558
N 3.818 1.894 2.071
C 2.548 2.094 1.785
O 1.767 1.105 1.722
C 2.070 3.489 1.568
I 2.167 3.908 -0.524
H 4.156 0.955 2.221
H 4.467 2.662 2.119
H 2.686 4.226 2.073
H 1.028 3.586 1.855